46
Properties=species:S:1:pos:R:3:forces:R:3 method="wB97M-V/def2-TZVPD" total_charge=0 spin_multiplicity=1 e_tot_ha=-1619.7976 smiles="O=C(O)c1ccc2cc(C(=O)Nc3cccn([C@@H]4CCSC4)c3=O)ccc2c1"
O 5.4021 4.3497 -5.0887 0.00 0.00 0.00
C 4.7812 5.0645 -4.3453 0.00 0.00 0.00
O 5.0075 6.3928 -4.2710 0.00 0.00 0.00
C 3.7050 4.6079 -3.4256 0.00 0.00 0.00
C 3.0157 5.5103 -2.5783 0.00 0.00 0.00
C 2.0357 5.0513 -1.7509 0.00 0.00 0.00
C 1.6931 3.6754 -1.7247 0.00 0.00 0.00
C 0.6797 3.1751 -0.8763 -0.01 0.00 0.00
C 0.3706 1.8434 -0.8581 0.01 0.00 0.01
C -0.7161 1.4080 0.0826 -0.01 0.01 -0.01
O -1.5323 2.1951 0.5257 0.01 0.00 0.01
N -0.7064 0.0834 0.4053 0.00 -0.01 0.00
C -1.5987 -0.5912 1.2337 0.00 0.00 0.01
C -2.6771 -0.0772 1.8782 0.00 0.00 0.00
C -3.4778 -0.9363 2.6806 0.01 0.00 0.00
C -3.1555 -2.2399 2.7906 -0.01 -0.01 0.01
N -2.0672 -2.7684 2.1430 0.00 0.00 0.00
C -1.7509 -4.1944 2.2873 -0.01 0.00 0.00
C -2.8727 -5.1213 1.8307 0.00 0.00 0.01
C -2.3912 -6.5208 2.1761 0.00 0.00 -0.01
S -1.5787 -6.3860 3.8092 0.01 0.00 0.00
C -1.4061 -4.5760 3.7263 0.00 -0.01 0.00
C -1.2408 -2.0017 1.3464 0.00 0.00 -0.02
O -0.2630 -2.4714 0.7627 0.00 0.00 0.01
C 1.0592 0.9460 -1.7131 0.00 0.00 0.00
C 2.0355 1.4031 -2.5468 0.00 0.00 0.00
C 2.3831 2.7766 -2.5711 0.00 0.01 0.00
C 3.3949 3.2759 -3.4212 0.00 0.00 0.00
H 5.7172 6.5821 -4.9020 0.00 0.00 0.00
H 3.2758 6.5586 -2.5981 0.00 0.00 0.00
H 1.5022 5.7327 -1.0999 0.00 0.00 0.00
H 0.1319 3.8478 -0.2285 0.00 0.00 0.00
H 0.0354 -0.5197 0.0756 0.00 0.01 0.00
H -2.9132 0.9699 1.7776 0.00 0.00 0.00
H -4.3404 -0.5532 3.2037 0.00 0.00 0.00
H -3.7279 -2.9336 3.3879 0.00 0.00 0.00
H -0.8790 -4.3591 1.6580 0.00 0.00 0.00
H -3.7949 -4.9019 2.3740 0.00 0.00 0.00
H -3.0688 -5.0087 0.7635 0.00 0.00 0.00
H -3.2052 -7.2386 2.2460 0.00 0.00 0.00
H -1.6711 -6.8792 1.4415 0.00 0.00 0.00
H -0.3890 -4.2844 3.9808 0.00 0.00 0.00
H -2.0899 -4.1088 4.4351 0.00 0.00 0.00
H 0.7985 -0.1046 -1.7359 0.00 0.00 0.00
H 2.5548 0.7211 -3.2085 0.00 0.00 0.00
H 3.9349 2.6056 -4.0779 0.00 0.00 0.00